(1)
C14H18N2O3S | ωB97M-V/def2-TZVPD

The geometry in XYZ format:
```
38
Properties=species:S:1:pos:R:3:lowdin_charge:R:1
C -2.385 -0.993 -0.435 -0.08
C 4.012 0.176 -0.264 -0.30
C -1.197 1.169 -0.726 0.02
H -2.981 -0.827 2.255 0.09
O 5.861 2.006 0.130 -0.29
H -0.310 1.757 -0.897 0.12
N 0.019 -0.912 -0.609 0.10
C 1.337 -0.504 -0.497 -0.23
O 6.479 -0.033 -1.141 -0.29
H -5.090 -1.261 -0.803 0.08
C 2.327 -1.295 -1.092 -0.01
H 0.972 1.204 0.758 0.11
H 6.180 -1.152 1.294 0.07
H -4.072 0.876 -1.534 0.14
C 1.717 0.617 0.247 -0.01
C -4.800 -1.030 0.219 -0.05
H -2.724 -1.305 -1.429 0.14
H -2.233 0.693 1.756 0.08
H 5.768 0.234 2.153 0.07
C 3.053 0.955 0.354 -0.05
C -3.512 -0.204 0.249 -0.56
C 3.659 -0.953 -0.978 -0.06
H -0.100 -1.885 -0.859 0.15
C -1.138 -0.171 -0.585 -0.23
H 2.040 -2.174 -1.652 0.11
H 3.366 1.826 0.906 0.12
H -5.611 -0.479 0.687 0.09
H -4.667 -1.966 0.759 0.08
H -3.940 0.650 2.186 0.09
C -2.442 1.913 -0.690 -0.41
O -2.478 3.122 -0.820 0.07
N 6.199 -0.148 1.329 -0.06
H -2.167 -1.897 0.140 0.13
H -4.465 1.728 -0.044 0.13
H 4.436 -1.534 -1.450 0.11
S 5.739 0.600 -0.094 0.60
C -3.140 0.096 1.702 -0.03
C -3.713 1.100 -0.524 -0.07
```

## Properties
Multiplicity ... 1
Relative energy (zero: lowest compared OMol25 entry of this formula, charge and spin) ... 2.031 eV
Total charge ... 0
Gap between HOMO and LUMO ... 8.66 eV
Structure (SMILES) ... CC1(C)CC(=O)C=C(Nc2ccc(S(N)(=O)=O)cc2)C1

***

(2)
C14H18N2O4 | ωB97M-V/def2-TZVPD

The geometry in XYZ format:
```
38
Properties=species:S:1:pos:R:3:lowdin_charge:R:1
C -3.646 -1.718 -0.107 0.00
H -0.755 1.293 -1.675 0.12
H 2.906 -2.187 0.989 0.15
N 2.453 -1.217 -0.855 -0.03
C -1.984 0.026 -0.616 -0.21
C 3.637 -0.543 -1.380 -0.22
C -4.626 -0.724 0.078 -0.31
H -6.531 -0.370 0.379 0.10
C 1.182 -1.214 1.336 -0.46
O -0.887 2.252 1.945 0.15
C 3.451 -0.008 0.971 -0.10
C -0.578 0.494 -0.948 -0.10
O -5.907 -1.091 0.412 0.05
H -0.441 -0.293 1.872 0.14
H 3.072 0.833 1.472 0.09
H -0.047 -0.331 -1.417 0.11
O -0.324 3.282 0.057 0.12
H -1.643 -2.115 -0.583 0.11
H -2.724 2.018 -0.340 0.09
C -2.962 1.018 -0.416 -0.02
H 4.905 0.825 -0.336 0.10
C -2.345 -1.313 -0.393 -0.03
C -0.348 2.204 0.885 -0.47
H 4.453 -1.247 -1.489 0.11
C 3.876 0.574 -0.398 -0.18
H 4.307 -0.432 1.572 0.13
H 3.487 -0.124 -2.418 0.12
H 3.319 1.465 -0.653 0.10
H -3.857 -2.780 0.037 0.12
H 2.410 -2.193 -1.204 0.13
C 2.532 -1.206 0.608 -0.25
C -4.260 0.596 -0.112 -0.02
H 0.016 2.987 -0.776 0.08
H -4.968 1.424 0.022 0.12
H 1.266 1.121 -0.155 0.13
N 0.333 -0.151 1.256 0.14
O 0.960 -2.091 2.130 0.07
C 0.268 0.935 0.249 -0.19
```

## Properties
Multiplicity ... 1
Relative energy (zero: lowest compared OMol25 entry of this formula, charge and spin) ... 1.468 eV
Total charge ... 0
Gap between HOMO and LUMO ... 9.00 eV
Structure (SMILES) ... O=C(O)[C@H](Cc1ccc(O)cc1)NC(=O)[C@@H]1CCCN1

***

(3)
C14H18N5OReS4Si | ωB97M-V/def2-TZVPD

The geometry in XYZ format:
```
44
Properties=species:S:1:pos:R:3:mulliken_spin:R:1
C 0.280 0.645 3.096 0.03
H -1.324 0.860 -3.996 0.00
H -2.761 -2.447 -1.842 0.00
H -0.141 -5.410 -0.366 0.00
N -1.745 2.091 4.220 0.00
H -2.058 1.409 -0.299 0.00
C -2.228 -1.854 -2.583 0.00
C 2.632 2.458 -2.093 0.04
C -0.864 1.370 4.921 0.00
C -2.533 0.618 -0.878 0.00
H -1.030 -3.297 -1.224 0.00
C 0.360 -4.485 -0.118 0.00
N 0.505 0.601 1.955 -0.02
H -1.600 -2.513 -3.181 0.00
C -0.149 -3.290 -0.612 0.00
N 0.110 0.650 4.363 0.01
H -2.978 -1.426 -3.254 0.00
S 2.828 0.821 -1.490 -0.02
S 0.549 2.654 -0.397 0.10
C -0.543 0.550 -3.298 0.00
H -1.644 1.840 6.761 0.00
H 0.148 -0.098 -3.842 0.00
C 1.635 -2.135 0.492 -0.06
H 3.035 -3.317 1.593 0.00
C 0.489 -2.094 -0.307 0.04
C 2.921 4.718 -3.364 0.00
H 2.202 -1.223 0.734 0.00
Re 1.140 0.531 0.006 0.86
H -3.075 -0.037 -0.193 0.00
C 1.651 3.245 -1.629 -0.02
N -0.944 1.336 6.247 0.00
Si -1.317 -0.382 -1.886 0.01
O 3.311 5.610 -4.045 0.00
H -2.447 2.654 4.668 0.00
N 0.043 -0.810 -0.749 0.02
H -0.277 0.773 6.748 0.00
H 1.879 -5.447 1.047 0.00
H 0.006 1.441 -2.996 0.00
H -3.268 1.085 -1.535 0.00
H -1.656 2.166 3.221 0.00
C 1.494 -4.509 0.674 -0.01
C 2.142 -3.320 0.984 0.01
S 3.699 3.106 -3.300 0.01
S 1.519 4.861 -2.256 0.00
```

## Properties
Multiplicity ... 2
Relative energy (zero: lowest compared OMol25 entry of this formula, charge and spin) ... 0.227 eV
<S²> ... 0.762
Total charge ... +1
Gap between HOMO and LUMO (spin up / spin down) ... 6.31 / 6.02 eV

***

- Which value of total charge does entry 1 give?
  0

***

- What is the formula in the first record?
  C14H18N2O3S

***

- Among the records above, which one has the highest total charge?
  C14H18N5OReS4Si